Below is a structure of composition C42H90AlN6O18 at a distorted geometry, with properties calculated with wB97M-V/def2-TZVPD.

```
157
Properties=species:S:1:pos:R:3:forces:R:3
Al 17.019450 10.671133 14.428992 1.22 -3.75 1.31
C 16.392011 13.842946 13.628463 0.88 -0.80 0.34
C 16.361668 13.118069 15.058679 -1.50 1.83 -1.71
O 17.331414 12.209704 15.155843 -0.38 -0.90 0.31
O 15.489048 13.360281 15.867381 1.55 -0.46 -0.62
H 15.404601 14.109499 13.254339 0.14 0.40 0.46
H 16.874869 13.272684 12.799448 -0.19 -0.31 0.46
H 17.166193 14.617580 13.575163 -0.59 0.52 0.58
C 19.947660 8.547117 12.360985 -2.05 2.25 0.04
C 18.536772 8.616031 13.045167 -0.15 -0.98 0.20
O 17.707286 7.721808 13.142995 1.05 1.12 -0.09
O 18.318983 9.859293 13.557349 -0.09 -0.15 0.29
H 20.705529 8.158326 13.025918 0.10 0.27 0.34
H 19.982454 9.668583 12.172512 1.26 -1.51 -0.06
H 19.997241 7.994394 11.426393 -0.44 -0.11 0.11
C 20.170892 15.191461 10.080357 0.15 -0.67 0.91
C 19.626054 13.800801 10.489965 -1.98 1.96 0.23
O 18.247345 14.098057 10.754370 -1.41 -1.22 0.80
O 20.070225 16.090774 11.208750 -0.86 -0.60 -0.73
H 19.492437 15.526800 9.250562 0.71 -0.08 0.63
H 21.178365 15.106793 9.724533 0.61 0.21 -0.30
H 19.865367 13.292805 11.419340 1.34 0.33 -0.03
H 19.583931 13.103773 9.685727 0.71 -0.52 -0.87
H 17.988726 14.966761 10.476003 0.08 0.60 -0.27
H 20.884550 16.534465 11.426721 0.61 -0.08 -0.24
C 10.834938 11.336833 15.173634 -2.09 -1.69 -1.40
C 11.003118 10.046423 14.234489 2.40 0.37 2.15
O 11.417388 8.906155 15.108890 0.54 2.34 -0.52
O 9.647173 11.263218 15.991311 0.26 0.50 -1.01
H 10.757454 12.247734 14.554328 0.47 -0.72 0.25
H 11.663769 11.340899 15.840028 0.87 0.31 0.49
H 11.883184 10.186674 13.575297 -0.47 0.23 0.28
H 10.185141 9.850113 13.610442 -1.48 -0.44 -0.47
H 10.953661 8.085647 15.084033 -1.10 -0.42 -0.51
H 8.962715 11.812974 15.546942 0.38 -0.66 0.72
C 15.202194 10.466581 12.004352 -1.88 -1.41 -0.12
C 14.635997 9.056567 12.261959 0.52 -0.33 1.76
O 13.661860 8.868730 11.252505 1.45 -0.17 0.01
O 15.847124 10.987586 13.162818 0.85 1.46 -0.71
H 14.389372 11.184922 11.731313 0.73 -0.37 0.23
H 15.839450 10.206434 11.184106 1.07 1.02 -0.45
H 14.091745 8.966628 13.189761 -0.14 0.34 0.60
H 15.501394 8.366373 12.407410 -0.76 -0.03 -1.02
H 13.594596 9.817519 11.180359 -2.16 0.40 -1.65
H 16.344296 11.799863 12.878097 -1.01 0.15 -0.32
C 11.541226 11.857404 8.052699 0.23 1.62 0.06
C 12.763527 11.362898 8.804232 0.11 0.50 0.17
O 12.465820 11.654442 10.164811 0.80 -0.44 1.07
O 11.150058 13.148140 8.674679 -0.11 -0.78 -0.53
H 10.754873 11.186999 8.293110 -1.00 -0.38 0.16
H 11.580539 11.974007 6.958618 0.44 -0.08 0.44
H 13.672963 11.891829 8.486091 -0.07 0.01 0.01
H 12.966892 10.280467 8.754100 -0.36 0.39 -0.26
H 11.971390 12.497499 10.216492 0.15 -0.66 -0.36
H 11.879835 13.784296 8.723177 0.09 -0.22 -0.70
C 15.138821 11.645577 19.697718 -1.39 -0.68 -0.70
C 14.001384 12.632952 19.708483 1.19 0.18 0.75
O 13.496118 12.788707 18.425097 -2.53 -0.35 0.08
O 16.107862 12.191325 18.853592 1.29 -0.26 -0.80
H 14.816121 10.672765 19.298113 -0.12 0.15 0.24
H 15.495527 11.517479 20.679704 0.58 -0.30 1.41
H 14.499214 13.567780 20.010891 -0.47 0.08 0.36
H 13.225072 12.347120 20.433158 0.07 0.16 -0.45
H 14.210414 12.988496 17.862066 1.64 0.39 -1.14
H 16.723192 11.466764 18.648483 -0.14 0.65 0.03
C 14.513645 9.546117 15.896500 0.93 -1.98 -2.77
C 13.665017 8.244203 16.605595 5.71 1.45 2.62
O 12.782142 8.767561 17.464598 -3.71 3.71 -1.31
O 16.123570 9.188107 15.356104 1.77 -3.20 2.01
H 14.605825 10.634139 16.315406 -0.38 -2.33 -0.27
H 14.446127 9.446088 14.770654 -2.00 1.20 1.78
H 14.304695 7.919125 17.478347 1.05 -0.83 -1.83
H 13.416032 7.407482 15.987004 -0.39 0.11 -1.04
H 12.397308 9.502109 16.878337 -0.75 -1.53 1.80
H 16.519414 8.086054 15.542049 -1.69 5.21 -0.95
C 17.457578 16.663249 22.884717 -0.16 0.56 -1.35
C 18.154657 16.197603 24.141785 0.44 -0.62 -1.28
O 19.271311 15.382414 23.707257 -0.97 0.49 0.04
O 17.319967 15.677606 21.792678 -1.00 1.60 1.78
H 18.037064 17.548355 22.489817 -0.48 -0.87 0.20
H 16.473923 17.064364 23.205440 0.25 -0.49 -0.65
H 17.525719 15.614518 24.800222 -0.21 -0.17 0.15
H 18.430223 17.141756 24.602286 0.42 -0.13 0.54
H 20.024590 15.607475 24.229712 0.80 0.09 0.49
H 18.157369 15.236591 21.758999 0.87 -0.47 0.03
C 15.781377 19.287039 9.552087 -0.32 -0.37 -0.87
C 16.004483 17.927839 10.261739 0.78 -0.63 -1.23
C 14.742640 17.049057 10.418783 -0.34 -0.15 0.14
C 14.355820 16.266210 9.247325 1.09 1.43 2.02
N 14.067267 15.571650 8.407750 -0.86 -1.75 -2.19
H 15.526811 19.198096 8.460985 0.45 -0.21 0.90
H 16.670652 19.945379 9.636728 -0.60 -0.43 0.05
H 14.897084 19.768748 9.971402 0.20 0.25 0.28
H 16.341401 18.143549 11.275162 0.34 -0.17 -0.07
H 16.790927 17.325370 9.664369 -0.97 0.93 1.24
H 13.877192 17.678102 10.604353 -0.10 0.24 0.42
H 14.784037 16.308786 11.258161 0.25 0.76 -0.53
C 10.618397 14.474900 13.361362 0.45 0.44 0.67
C 11.057339 14.696365 14.813522 -1.36 0.88 0.76
C 12.525926 14.566008 15.052815 1.31 0.38 -1.94
C 13.058465 13.338558 14.424290 -0.23 1.14 -0.06
N 13.409343 12.400038 13.874697 0.32 -0.63 -0.33
H 9.575540 14.721987 13.185251 -0.15 -0.54 0.11
H 10.964100 13.524100 12.953964 -0.56 -0.21 0.15
H 11.158456 15.191929 12.785453 0.49 0.78 -0.63
H 10.574333 14.083702 15.563185 -0.53 -0.60 -0.18
H 10.789125 15.713175 15.186818 0.09 -0.43 -0.66
H 12.756473 14.442917 16.074535 0.29 0.33 1.41
H 13.019693 15.489774 14.612486 -0.07 -1.29 0.53
C 10.234481 14.283393 18.875563 0.17 -0.51 -0.63
C 9.192320 15.321185 18.488512 0.33 0.54 -0.44
C 7.787382 14.769821 18.418621 0.10 -1.45 0.51
C 7.510571 13.766884 17.374377 0.47 -0.18 0.37
N 7.323085 12.903731 16.640339 -0.01 0.30 -0.20
H 10.290147 13.526611 18.050158 0.18 0.40 0.81
H 10.027156 13.757571 19.824561 -0.15 0.25 -0.40
H 11.206821 14.772999 18.990708 -0.04 -0.25 -0.14
H 9.461651 15.769902 17.511672 -0.04 -0.08 0.49
H 9.156306 16.127227 19.230137 0.11 -0.03 -0.17
H 7.044513 15.516524 18.324519 -0.71 0.98 -0.01
H 7.645259 14.261351 19.386182 -0.40 0.06 -0.30
C 10.144890 8.956684 19.595934 0.46 0.19 -0.58
C 10.911675 10.129992 20.207418 -0.14 -0.41 -0.86
C 11.739518 9.680816 21.396159 0.58 -0.67 0.56
C 13.117662 9.162631 21.098673 -2.04 0.53 0.30
N 14.191024 8.810590 20.942642 0.91 -0.38 -0.26
H 10.887518 8.214965 19.305210 -0.04 -0.04 -0.54
H 9.446530 9.184014 18.765894 0.71 0.11 0.34
H 9.583215 8.455269 20.343325 -0.80 -0.31 0.91
H 10.262955 10.920396 20.520673 -0.68 0.37 0.42
H 11.529543 10.602503 19.458198 0.42 0.05 -0.32
H 11.169942 8.884217 21.943549 0.67 0.71 -0.23
H 11.905951 10.532929 22.059592 -0.07 -0.19 0.19
C 16.517771 17.798200 17.643642 -0.39 -0.58 -0.43
C 15.939515 18.299251 16.308469 -0.10 -0.12 -0.36
C 14.394546 18.026461 16.228662 0.57 0.61 1.45
C 13.840311 18.072836 14.895631 -0.17 -0.49 -0.81
N 13.413995 17.991851 13.827415 0.21 0.15 0.39
H 16.329202 16.731223 17.626918 -0.28 -0.38 0.48
H 16.039607 18.241817 18.517395 -0.07 -0.01 -0.09
H 17.595002 17.828516 17.798247 0.08 0.62 -0.43
H 16.414237 17.770166 15.455151 -0.17 0.42 0.58
H 16.083196 19.378472 16.180956 0.09 -0.21 -0.13
H 13.892566 18.794271 16.836878 0.03 -0.15 -0.18
H 14.128459 17.079714 16.725653 0.17 0.07 -0.43
C 18.574476 17.407997 13.937507 0.14 -0.71 -0.16
C 19.208147 18.800324 13.797406 -0.35 -1.73 -1.12
C 20.364021 18.944667 14.741178 1.05 -1.37 0.55
C 21.367965 17.821891 14.632055 -1.78 2.00 0.26
N 22.151827 17.009171 14.503721 0.95 -1.15 -0.21
H 17.584372 17.291277 13.454615 0.62 0.23 -0.10
H 18.441649 17.045724 14.956862 0.13 0.23 0.26
H 19.322053 16.743764 13.453701 -0.88 -0.08 0.28
H 18.523783 19.596645 14.015687 -0.42 0.50 -0.35
H 19.515400 18.708157 12.717628 -0.06 1.25 0.98
H 20.029865 19.023505 15.779526 -0.10 -0.34 -0.05
H 20.911787 19.834921 14.584572 0.63 1.08 -0.40
```
Positions in Å, forces in eV/Å.

Its LUMO energy is -2.682 eV. For the energy relative to the best compared isomer or geometry (same formula, charge and spin), the calculation gives 440.4 kJ/mol. Its spin multiplicity is 1. The charge is +1. As for the HOMO-LUMO gap: 0.3303 Eh.

Mulliken atomic charge list, values in e, 5 entries: number 1, Al, carries -0.21; number 2, C, carries -1.02; number 3, C, carries 0.86; number 4, O, carries -0.28; number 5, O, carries -0.18